Molecular formula: CHBrCl2S
Method: DFT, ωB97M-V/def2-TZVPD

- Kohn-Sham gap (alpha / beta) (eV) = 6.171 / 6.178
- spin multiplicity = 3
- ΔE to the lowest compared entry with this formula, charge and spin (kcal per mole) = 59.4

Geometry (Å):
C  -0.12  0.06  -0.27
S  0.99  0.50  1.06
Cl  0.42  -1.35  -1.37
Cl  -0.12  1.50  -1.37
Br  -1.95  -0.20  0.24
H  0.78  -0.51  1.71

The computed Mulliken charges, all in e, follow: 0.057, 0.074, -0.161, -0.123, -0.042, 0.195

***

Molecular formula: CHBrClF
Method: DFT, ωB97M-V/def2-TZVPD

- Kohn-Sham gap (alpha / beta) (eV) = 8.388 / 7.655
- ΔE to the lowest compared entry with this formula, charge and spin (kcal per mole) = 13.2

Geometry (Å):
C  -0.42  0.60  -0.26
F  -0.14  1.07  -1.49
Cl  -3.96  -0.95  -0.22
Br  -2.22  0.67  0.22
H  0.21  -0.22  -0.16

The computed Mulliken charges, all in e, follow: -0.049, -0.158, -0.373, 0.259, 0.321

***

Molecular formula: CHBrF2OS
Method: DFT, ωB97M-V/def2-TZVPD

- Kohn-Sham gap (eV) = 9.761
- ΔE to the lowest compared entry with this formula, charge and spin (kcal per mole) = 28.7

Geometry (Å):
C  0.45  -0.65  -0.07
O  -1.83  0.71  -0.90
F  1.09  -0.98  -1.22
F  1.48  -0.19  0.64
S  -0.49  1.03  -0.40
Br  -0.69  1.66  1.70
H  -0.01  -1.58  0.24

Mulliken atomic charge list, values in e, 6 entries: 0.264, -0.475, -0.223, -0.207, 0.436, -0.080

***

Molecular formula: CHBrINO2
Method: DFT, ωB97M-V/def2-TZVPD

- Kohn-Sham gap (alpha / beta) (eV) = 6.969 / 8.004
- ΔE to the lowest compared entry with this formula, charge and spin (kcal per mole) = 55.8

Geometry (Å):
C  -1.77  0.14  0.85
N  1.83  -0.36  -0.71
O  2.67  0.49  -0.66
O  1.59  -1.15  -1.57
Br  -2.25  1.89  0.57
I  0.18  -0.34  1.13
H  -2.24  -0.67  0.39

Mulliken atomic charge list, values in e, 6 entries: -0.504, 0.630, -0.435, -0.446, -0.020, 0.354

***

Molecular formula: CHCaCuO
Method: DFT, ωB97M-V/def2-TZVPD

- Kohn-Sham gap (eV) = 5.104

Geometry (Å):
H  -0.89  0.30  -1.14
O  -2.61  -1.93  -1.61
C  -2.76  -0.83  -1.85
Ca  0.96  -0.20  -0.23
Cu  -0.69  -0.72  0.61

The computed Mulliken charges, all in e, follow: -0.412, -0.177, 0.096, 0.687, -0.194

***

Molecular formula: CHCeF4NO3S
Method: DFT, ωB97M-V/def2-TZVPD

- Kohn-Sham gap (alpha / beta) (eV) = 7.315 / 7.342
- spin multiplicity = 2
- total charge = +1
- ΔE to the lowest compared entry with this formula, charge and spin (kcal per mole) = 0.0

Geometry (Å):
N  -0.28  0.53  1.19
S  -0.41  0.75  -0.34
O  0.50  -0.01  -1.27
O  -1.06  1.97  -0.76
C  -1.94  -0.49  -0.13
F  -2.72  -0.22  0.92
F  -2.70  -0.28  -1.20
F  -1.61  -1.77  -0.14
F  4.72  -0.85  -0.98
Ce  2.73  -0.49  -0.56
O  1.27  0.33  1.17
H  1.50  0.53  2.09

Mulliken atomic charge list, values in e, 6 entries: -0.267, 1.040, -0.604, -0.514, 0.727, -0.213

***

Molecular formula: CHCl2F2NS
Method: DFT, ωB97M-V/def2-TZVPD

- Kohn-Sham gap (eV) = 8.337
- ΔE to the lowest compared entry with this formula, charge and spin (kcal per mole) = 60.7

Geometry (Å):
C  -2.57  0.11  0.17
N  0.88  -0.03  0.96
F  2.50  0.89  -0.80
F  1.71  -1.15  -1.20
S  2.14  -0.35  0.21
Cl  -3.24  1.57  -0.01
Cl  -2.42  -0.84  -1.21
H  0.99  -0.20  1.87

Mulliken atomic charge list, values in e, 6 entries: 0.030, -0.356, -0.236, -0.257, 0.581, -0.010

***

Molecular formula: CHCl2FS
Method: DFT, ωB97M-V/def2-TZVPD

- Kohn-Sham gap (eV) = 8.714
- SMILES string = S=C(Cl)Cl.F
- ΔE to the lowest compared entry with this formula, charge and spin (kcal per mole) = 7.2

Geometry (Å):
S  -0.34  -1.60  0.91
C  0.12  -0.93  -0.48
Cl  1.48  0.12  -0.63
Cl  -0.76  -0.85  -1.98
F  -0.19  1.79  0.65
H  -0.31  1.46  1.54

The computed Mulliken charges, all in e, follow: -0.194, 0.344, -0.068, -0.089, -0.385, 0.392

***

Molecular formula: CHCl2O2P
Method: DFT, ωB97M-V/def2-TZVPD

- Kohn-Sham gap (eV) = 9.372
- ΔE to the lowest compared entry with this formula, charge and spin (kcal per mole) = 42.1

Geometry (Å):
C  1.08  -0.45  0.24
O  -2.34  1.13  -1.34
O  2.39  -0.79  0.11
P  -1.60  1.18  -0.07
Cl  -2.57  0.10  1.39
Cl  0.24  -0.99  -1.09
H  2.81  -0.20  0.76

Mulliken atomic charge list, values in e, 6 entries: -0.063, -0.400, -0.311, 0.574, -0.192, -0.028

***

Molecular formula: CHCl2O2P
Method: DFT, ωB97M-V/def2-TZVPD

- Kohn-Sham gap (eV) = 7.873
- ΔE to the lowest compared entry with this formula, charge and spin (kcal per mole) = 136.4

Geometry (Å):
C  0.50  -0.85  0.52
O  0.16  1.16  -0.73
O  -1.24  1.50  -0.78
P  0.86  0.84  0.68
Cl  0.74  -2.12  1.75
Cl  0.45  -1.12  -1.14
H  -1.47  0.59  -0.29

Mulliken atomic charge list, values in e, 6 entries: 0.194, -0.234, -0.253, 0.141, -0.128, -0.084

***

Molecular formula: CHCl3
Method: DFT, ωB97M-V/def2-TZVPD

- Kohn-Sham gap (eV) = 11.449
- ΔE to the lowest compared entry with this formula, charge and spin (kcal per mole) = 6.6

Geometry (Å):
C  -19.58  9.02  15.68
Cl  -18.78  8.19  14.30
Cl  -20.97  8.10  16.46
Cl  -20.03  10.50  14.91
H  -18.86  9.19  16.48

The computed Mulliken charges, all in e, follow: 0.059, -0.123, -0.127, -0.101, 0.292

***

Molecular formula: CHCl3OSi
Method: DFT, ωB97M-V/def2-TZVPD

- Kohn-Sham gap (eV) = 8.870
- ΔE to the lowest compared entry with this formula, charge and spin (kcal per mole) = 48.8

Geometry (Å):
C  0.71  -0.02  0.54
O  1.11  -0.60  1.47
Si  0.71  -1.42  -2.76
Cl  -0.69  0.13  -2.76
Cl  1.67  1.40  -0.04
Cl  2.40  -0.19  -3.24
H  -0.14  -0.14  -0.06

Mulliken atomic charge list, values in e, 6 entries: 0.075, -0.333, 0.412, -0.193, -0.142, -0.199

***

Molecular formula: CHCl3S
Method: DFT, ωB97M-V/def2-TZVPD

- Kohn-Sham gap (alpha / beta) (eV) = 8.228 / 8.058
- ΔE to the lowest compared entry with this formula, charge and spin (kcal per mole) = 84.6

Geometry (Å):
C  -0.03  -0.13  0.56
S  -1.06  0.54  -0.71
Cl  -0.92  -0.18  1.99
Cl  1.41  0.78  0.65
Cl  0.30  0.93  -2.09
H  0.30  -1.94  -0.40

The computed Mulliken charges, all in e, follow: 0.032, 0.098, -0.091, -0.087, -0.118, 0.167

***

Molecular formula: CHCl6P2
Method: DFT, ωB97M-V/def2-TZVPD

- Kohn-Sham gap (eV) = 7.297
- total charge = +1
- ΔE to the lowest compared entry with this formula, charge and spin (kcal per mole) = 0.0

Geometry (Å):
C  -1.24  0.55  -1.87
P  0.21  0.88  -0.96
P  0.53  -1.44  1.74
Cl  1.53  -0.52  -1.35
Cl  -1.88  -0.93  -2.11
Cl  0.92  2.61  -1.38
Cl  -1.06  -1.41  3.03
Cl  2.08  -1.88  3.08
Cl  0.84  0.72  1.71
H  -1.93  1.42  -1.89

Mulliken atomic charge list, values in e, 6 entries: -0.087, 0.707, 0.576, -0.060, 0.029, -0.065

***

Molecular formula: CHClF2
Method: DFT, ωB97M-V/def2-TZVPD

- Kohn-Sham gap (eV) = 11.955
- SMILES string = FC(F)Cl
- ΔE to the lowest compared entry with this formula, charge and spin (kcal per mole) = 23.0

Geometry (Å):
F  -1.10  0.02  -0.77
C  -0.01  0.23  0.06
F  0.88  1.03  -0.17
Cl  0.54  -1.50  -0.27
H  -0.31  0.23  1.15

The computed Mulliken charges, all in e, follow: -0.197, 0.330, -0.117, -0.218, 0.201

***

Molecular formula: CHClFI
Method: DFT, ωB97M-V/def2-TZVPD

- Kohn-Sham gap (alpha / beta) (eV) = 7.918 / 9.295
- ΔE to the lowest compared entry with this formula, charge and spin (kcal per mole) = 98.9

Geometry (Å):
C  -0.22  -0.15  0.12
F  -0.21  -1.24  -0.56
Cl  -0.55  -0.09  1.75
I  -1.02  1.36  -1.15
H  1.99  0.12  -0.16

The computed Mulliken charges, all in e, follow: 0.028, -0.109, -0.051, 0.083, 0.048

***

Molecular formula: CHClFI
Method: DFT, ωB97M-V/def2-TZVPD

- Kohn-Sham gap (alpha / beta) (eV) = 6.636 / 6.663
- spin multiplicity = 3
- ΔE to the lowest compared entry with this formula, charge and spin (kcal per mole) = 8.0

Geometry (Å):
C  -0.46  -0.83  0.20
F  -1.67  -0.89  -0.41
Cl  0.41  -2.16  -0.56
I  -0.76  -1.05  2.28
H  -0.08  0.21  -0.03

The computed Mulliken charges, all in e, follow: -0.079, -0.218, -0.165, 0.211, 0.252

***

Molecular formula: CHClFO2S
Method: DFT, ωB97M-V/def2-TZVPD

- Kohn-Sham gap (eV) = 7.541
- total charge = -1
- ΔE to the lowest compared entry with this formula, charge and spin (kcal per mole) = 17.3

Geometry (Å):
C  0.71  0.00  -0.10
O  -1.31  -0.65  1.36
O  -1.92  -0.49  -1.01
F  1.08  -0.57  -1.21
S  -1.27  0.18  0.15
Cl  1.72  1.82  -0.09
H  0.98  -0.28  0.91

Mulliken atomic charge list, values in e, 6 entries: 0.043, -0.619, -0.609, -0.176, 0.496, -0.387

***

Molecular formula: CHClFO2S
Method: DFT, ωB97M-V/def2-TZVPD

- Kohn-Sham gap (eV) = 7.717
- total charge = -1
- ΔE to the lowest compared entry with this formula, charge and spin (kcal per mole) = 9.7

Geometry (Å):
C  -0.29  0.02  -0.64
O  -0.31  0.02  1.92
O  1.96  0.68  0.95
F  0.34  0.35  -1.83
S  0.82  -0.35  1.06
Cl  -1.39  -1.47  -1.05
H  -1.13  0.76  -0.41

Mulliken atomic charge list, values in e, 6 entries: 0.013, -0.574, -0.618, -0.242, 0.508, -0.289

***

Molecular formula: CHClI2
Method: DFT, ωB97M-V/def2-TZVPD

- Kohn-Sham gap (alpha / beta) (eV) = 6.760 / 5.786
- spin multiplicity = 3
- ΔE to the lowest compared entry with this formula, charge and spin (kcal per mole) = 0.0

Geometry (Å):
C  -0.05  0.20  0.01
Cl  1.60  0.71  0.34
I  -0.23  -0.58  -2.05
I  -0.58  -1.41  1.39
H  -0.73  1.08  0.31

The computed Mulliken charges, all in e, follow: -0.556, -0.116, 0.252, 0.074, 0.347